C37H97N3O15 | ωB97M-V/def2-TZVPD

Values from the calculation:
Highest occupied orbital energy (spin up / spin down) ... 0.7 / -6.7 eV
Total charge ... -1
Gap between HOMO and LUMO (spin up / spin down) ... 0.0487 / 0.3177 hartree
Spin multiplicity ... 2
LUMO energy (spin up / spin down) ... 2.0 / 2.0 eV
Largest force on an atom ... 3.1 eV Å⁻¹

Geometry (Å):
C 21.52684 9.52277 -5.15473
C 20.08901 9.67225 -5.60527
O 19.97205 8.98747 -6.90057
O 21.90663 8.28093 -4.52593
H 21.63802 10.36006 -4.46575
H 22.19366 9.74925 -5.98668
H 19.82828 10.69812 -5.86546
H 19.40767 9.20267 -4.89579
H 19.10268 9.22825 -7.22893
H 22.81376 8.40148 -4.23580
C 16.70530 12.55856 -3.52648
C 18.04535 11.95787 -2.99164
O 18.56361 12.60982 -1.86813
O 16.87695 13.92019 -3.92726
H 15.92232 12.57379 -2.76832
H 16.30758 11.99257 -4.36884
H 18.84277 11.95543 -3.73475
H 17.92294 10.93334 -2.64026
H 18.08165 12.17650 -1.15993
H 17.26747 14.30902 -3.14118
C 21.03792 2.64589 4.57697
O 21.39380 3.74463 5.40977
C 20.92069 5.01330 5.05418
C 21.77334 6.10690 5.78382
N 21.29289 7.37272 5.21408
C 21.94520 8.44824 5.95216
C 21.53096 9.84379 5.31758
O 20.39334 10.33032 6.00493
C 20.10766 11.65425 5.75640
H 20.06595 2.85361 4.12950
H 21.06765 1.71620 5.14520
H 21.71394 2.53933 3.72859
H 19.85759 5.15226 5.25068
H 20.96325 5.15263 3.97396
H 22.83573 6.09161 5.54053
H 21.57302 6.03802 6.85304
H 20.30468 7.42178 5.41688
H 23.03420 8.43613 5.99712
H 21.63181 8.44189 6.99611
H 21.36877 9.82904 4.23982
H 22.32249 10.57906 5.46237
H 19.88495 11.95458 4.73253
H 20.88876 12.32205 6.11974
H 19.13015 11.88227 6.18135
C 21.36180 16.32071 -5.68375
O 21.44577 15.06913 -4.94080
C 21.02747 15.10867 -3.62704
C 21.36918 13.85931 -2.92380
N 22.82775 13.67779 -2.74066
C 23.23315 12.26869 -2.50024
C 24.56092 12.12629 -1.78073
O 24.90593 10.81145 -1.38812
C 25.98419 10.67688 -0.49488
H 21.73740 16.31924 -6.70699
H 21.95633 17.06701 -5.15680
H 20.34302 16.69255 -5.57454
H 19.95098 15.17999 -3.47151
H 21.55006 15.97366 -3.21863
H 20.97025 13.06153 -3.55030
H 20.81694 13.92253 -1.98618
H 23.32155 13.95784 -3.57602
H 23.15459 11.63171 -3.38126
H 22.42774 11.90867 -1.86008
H 24.36853 12.72606 -0.89115
H 25.31296 12.55651 -2.44214
H 26.94719 10.80247 -0.98981
H 26.00265 9.64857 -0.13385
H 25.85869 11.34167 0.35975
C 18.20499 7.72626 6.85291
O 18.63407 7.38497 5.55148
C 17.98534 8.15144 4.51717
C 18.20788 7.54381 3.09649
N 19.56112 7.69234 2.57487
C 19.98088 6.66364 1.59935
C 19.20864 6.62401 0.27560
O 18.01530 5.85289 0.47932
C 17.03740 5.67852 -0.57062
H 18.62778 8.67927 7.17089
H 18.55203 6.96355 7.55001
H 17.13350 7.82368 7.02760
H 18.32844 9.18565 4.54530
H 16.91074 8.15234 4.69975
H 17.59405 7.99844 2.31891
H 17.79378 6.53663 3.14351
H 19.98359 7.76777 3.48916
H 19.95411 5.64154 1.97711
H 21.03343 6.81514 1.36001
H 19.77613 6.26356 -0.58238
H 18.91303 7.60421 -0.09849
H 16.14290 5.14818 -0.24397
H 17.41331 4.91959 -1.25679
H 16.85075 6.69828 -0.90730
C 27.63269 9.79965 2.48156
C 26.53051 10.06364 3.49180
C 25.15813 10.43362 2.99718
O 26.47239 8.93414 4.28475
H 28.48355 9.42877 3.05303
H 27.87511 10.80345 2.13266
H 27.23558 9.07495 1.77078
H 26.86942 10.88131 4.12793
H 25.25274 11.46909 2.67014
H 24.43538 10.50830 3.80967
H 24.74925 9.86425 2.16247
H 25.86268 9.14213 4.99650
C 23.71893 7.15407 -1.70608
C 24.88632 7.71619 -2.46563
C 25.38558 6.76687 -3.53401
O 24.47170 8.91817 -3.13759
H 24.02875 6.33115 -1.06193
H 22.95128 6.73912 -2.35925
H 23.12533 7.82810 -1.08849
H 25.79702 7.91269 -1.89986
H 24.79268 6.74159 -4.44830
H 25.40310 5.72724 -3.20697
H 26.40763 6.98543 -3.84346
H 24.64384 9.63806 -2.52626
C 21.74687 10.38078 1.08395
C 20.48361 10.65484 0.26001
C 20.47855 9.89425 -1.08259
O 19.36609 10.36341 0.99704
H 21.96358 11.16846 1.80555
H 22.64832 10.21814 0.49317
H 21.60808 9.51598 1.73277
H 20.49594 11.69502 -0.06554
H 21.19656 10.34781 -1.76586
H 19.46922 9.86627 -1.49316
H 20.86420 8.89597 -0.87565
H 19.59798 9.54514 1.44231
C 15.81209 9.77029 -0.51890
C 15.61407 11.00967 0.26131
C 15.40139 10.90639 1.81862
O 16.90562 11.58149 0.12506
H 14.85138 9.27388 -0.65571
H 16.53758 9.10295 -0.05370
H 16.12926 10.01441 -1.53276
H 14.86847 11.61410 -0.25524
H 15.36273 11.90511 2.25355
H 16.27674 10.37766 2.19586
H 14.50963 10.41232 2.20430
H 17.58837 11.01808 0.49657
C 22.86585 14.47420 3.91806
C 23.13082 14.08297 2.43287
C 21.96991 14.28756 1.50946
O 24.22437 14.78677 1.86961
H 23.80281 14.46694 4.47497
H 22.19800 13.75516 4.39245
H 22.41045 15.45235 4.07278
H 23.39834 13.02704 2.39359
H 21.66687 15.33402 1.54391
H 21.08412 13.74474 1.83934
H 22.22575 14.05667 0.47538
H 23.78711 15.55547 1.49610

Mulliken population analysis, charges in e, atoms 1 to 5:
1. C 0.42
2. C -0.62
3. O -0.57
4. O -0.52
5. H -0.41